Record 1
A molecular structure, C33H33AuBrN4O2P. Source: the OMol25 dataset; level of theory: ωB97M-V/def2-TZVPD.

Calculated total energy = -4697.29630 hartree
Net charge = +2
Highest occupied orbital energy = -12.907 eV
Multiplicity = 1

Cartesian coordinates (Å):
1 Au -0.0058 0.3062 0.0597
2 O -0.5568 4.8608 0.1691
3 C -1.0612 4.8543 1.4368
4 C -1.6191 6.0275 1.9234
5 C -2.1562 6.0507 3.1973
6 C -2.1518 4.9063 3.9882
7 C -1.5802 3.7442 3.5061
8 C -1.0080 3.7080 2.2353
9 C -0.2422 2.5290 1.7070
10 O -0.9194 2.0374 0.5538
11 N -0.1339 1.4625 2.6983
12 N 0.2024 0.2539 2.1820
13 C 0.5886 -0.7371 2.8872
14 C 0.7287 -2.0706 2.3131
15 Br -0.3558 -2.3802 0.7582
16 C 1.5241 -3.0078 2.8354
17 C 1.7978 -4.3762 2.3953
18 C 0.8078 -5.2326 1.9104
19 C 1.1389 -6.5172 1.5118
20 C 2.4545 -6.9545 1.5827
21 C 3.4413 -6.1163 2.0843
22 C 3.1117 -4.8399 2.5069
23 H -0.6178 3.9618 -0.1807
24 H -1.6338 6.9017 1.2870
25 H -2.5948 6.9654 3.5726
26 H -2.5864 4.9242 4.9775
27 H -1.5903 2.8588 4.1280
28 H 0.7691 2.8547 1.4123
29 H 0.2913 1.6904 3.5883
30 H 0.7823 -0.6147 3.9509
31 H 2.0939 -2.6714 3.6998
32 H -0.2275 -4.9205 1.8921
33 H 0.3654 -7.1865 1.1602
34 H 2.7064 -7.9592 1.2710
35 H 4.4614 -6.4655 2.1679
36 H 3.8748 -4.1962 2.9290
37 C 0.7327 0.2318 -3.1969
38 P -0.6952 0.4336 -2.1205
39 C -1.7809 -0.9774 -2.2374
40 C -2.9412 -1.0149 -1.4554
41 C -3.7676 -2.1225 -1.5116
42 C -3.4376 -3.1950 -2.3341
43 C -2.2806 -3.1653 -3.1006
44 C -1.4468 -2.0583 -3.0548
45 C -1.5092 1.9540 -2.5436
46 C -2.8446 1.9785 -2.9475
47 C -3.4169 3.1808 -3.3318
48 C -2.6670 4.3480 -3.3132
49 C -1.3339 4.3245 -2.9181
50 C -0.7540 3.1306 -2.5358
51 H 0.3976 0.1555 -4.2324
52 H 1.3110 -0.6465 -2.9171
53 H 1.3613 1.1162 -3.0955
54 H -3.1928 -0.1856 -0.8034
55 H -4.6702 -2.1511 -0.9166
56 H -4.0902 -4.0567 -2.3794
57 H -2.0321 -3.9992 -3.7426
58 H -0.5546 -2.0401 -3.6672
59 H -3.4324 1.0719 -2.9846
60 H -4.4498 3.2035 -3.6504
61 H -3.1213 5.2833 -3.6111
62 H -0.7524 5.2354 -2.8979
63 H 0.2880 3.1175 -2.2319
64 C 2.7598 -2.3748 -1.0019
65 C 3.0973 -0.9817 -0.6057
66 N 2.2698 0.0103 -0.3111
67 C 3.0501 1.1244 -0.0480
68 C 4.3567 0.7960 -0.1800
69 N 4.3658 -0.5325 -0.5294
70 H 1.6970 -2.4630 -1.2059
71 H 3.0104 -3.0863 -0.2124
72 H 3.3090 -2.6607 -1.8999
73 H 2.6208 2.0774 0.2108
74 H 5.2573 1.3719 -0.0641
75 H 5.1870 -1.0850 -0.7194

Charge distribution, Löwdin scheme, values in e: 0.971 0.057 -0.256 0.010 -0.049 -0.066 -0.030 -0.109 -0.384 -0.267 0.032 -0.131 -0.141 -0.555 0.920 -0.060 -0.251 -0.065 -0.055 -0.053 -0.058 -0.038 0.053 0.128 0.117 0.112 0.109 0.138 0.157 0.154 0.139 0.084 0.115 0.116 0.115 0.119 -0.192 0.929 -0.402 -0.124 -0.047 -0.034 -0.045 -0.076 -0.355 -0.054 -0.037 -0.024 -0.046 -0.108 0.082 0.038 0.060 0.118 0.122 0.123 0.121 0.105 0.105 0.122 0.123 0.125 0.113 -0.006 -0.373 -0.010 -0.124 -0.048 0.127 0.028 0.086 0.099 0.097 0.130 0.177

=====

Record 2
A molecular structure, C33H33BN8OsSb in a non-equilibrium geometry. Source: the OMol25 dataset; level of theory: ωB97M-V/def2-TZVPD.

<S²> = 8.81
Calculated total energy = -2069.39497 hartree
Net charge = +4
Highest occupied orbital energy (alpha / beta) = -18.102 / -17.511 eV
Multiplicity = 6

Cartesian coordinates (Å):
1 Os -0.0860 0.5493 -0.7353
2 C 3.5382 1.2598 -2.8026
3 C 2.8514 1.1470 -1.5852
4 N 1.5222 0.8715 -1.8818
5 N 1.3487 0.8750 -3.2566
6 C 2.5454 1.0392 -3.8046
7 B -0.0295 0.6830 -3.8909
8 N -0.5149 -0.7217 -3.3707
9 C -0.9557 -1.8900 -3.9760
10 C -1.4431 -2.7364 -2.9676
11 C -1.3386 -2.0186 -1.7294
12 N -0.7180 -0.8637 -2.0380
13 N -1.1283 1.6705 -3.2514
14 C -2.2881 2.1360 -3.7780
15 C -3.2403 2.4559 -2.8295
16 C -2.6197 2.1894 -1.6267
17 N -1.3470 1.6809 -1.8980
18 N -0.2186 0.8523 -5.4086
19 C -0.4291 1.9334 -6.2478
20 C 0.2182 1.6808 -7.4049
21 C 0.7146 0.3013 -7.3133
22 N 0.3580 -0.1928 -6.1122
23 H 4.5903 1.4733 -2.9446
24 H 3.2656 1.2184 -0.5957
25 H 2.6495 1.1128 -4.8353
26 H -0.9315 -1.9107 -5.0448
27 H -1.7582 -3.7946 -3.0290
28 H -1.6385 -2.2846 -0.7144
29 H -2.3836 2.1574 -4.8329
30 H -4.2639 2.7134 -2.9851
31 H -2.9631 2.3779 -0.6336
32 H -0.9119 2.8136 -5.8742
33 H 0.2779 2.3166 -8.2632
34 H 1.3564 -0.2278 -7.9903
35 C -0.5341 3.1942 1.6401
36 C -0.5491 2.6970 3.0645
37 C -0.7619 3.6684 4.0697
38 C -0.5837 3.3624 5.4018
39 C -0.3807 2.0209 5.7234
40 C -0.2165 0.9991 4.7351
41 C -0.3321 1.3662 3.3932
42 Sb 0.1063 -0.1901 1.7988
43 C -1.1241 -1.9242 2.5957
44 C -0.5524 -3.1362 2.9105
45 C -1.3354 -4.2811 2.8581
46 C -2.6811 -4.2443 2.6101
47 C -3.2755 -3.0107 2.4491
48 C -2.4721 -1.8283 2.4347
49 C -3.2781 -0.5378 2.4676
50 C 2.0774 -0.9786 2.6043
51 C 2.6691 -0.2502 3.5901
52 C 4.0527 -0.2931 3.7989
53 C 4.7852 -1.2719 3.1421
54 C 4.1856 -2.1146 2.2233
55 C 2.8248 -1.9248 1.9137
56 C 2.1496 -2.8129 0.8382
57 H -0.5839 4.2633 1.6493
58 H -1.4028 2.7367 1.0911
59 H 0.4261 2.9824 1.1210
60 H -1.0341 4.6702 3.7222
61 H -0.6694 4.1574 6.1375
62 H -0.1950 1.7941 6.7579
63 H 0.0611 -0.0145 5.0408
64 H 0.5355 -3.2617 3.0768
65 H -0.8288 -5.2318 2.9486
66 H -3.2881 -5.1785 2.5090
67 H -4.3043 -2.9508 2.2573
68 H -4.2129 -0.7580 3.0123
69 H -3.5025 -0.1176 1.4332
70 H -2.8239 0.2209 3.1262
71 H 2.0483 0.4041 4.1744
72 H 4.5482 0.4087 4.5343
73 H 5.8312 -1.4525 3.3836
74 H 4.7590 -2.9424 1.8324
75 H 2.8481 -3.3579 0.1645
76 H 1.5397 -2.1900 0.1601
77 H 1.4458 -3.5597 1.2569

Charge distribution, Löwdin scheme, values in e: 1.164 0.037 -0.036 -0.185 0.027 0.011 -0.571 0.035 0.027 0.015 -0.063 -0.183 0.035 -0.033 0.020 -0.048 -0.167 0.098 0.044 0.149 0.063 0.139 0.131 0.125 0.118 0.116 0.135 0.113 0.108 0.131 0.107 0.142 0.154 0.148 -0.054 -0.267 0.030 0.009 0.037 -0.067 -0.284 1.431 -0.254 -0.031 0.045 0.015 0.063 -0.242 -0.008 -0.302 -0.137 -0.033 -0.041 -0.011 -0.295 -0.056 0.087 0.073 0.085 0.144 0.144 0.133 0.123 0.128 0.153 0.166 0.129 0.113 0.126 0.078 0.067 0.148 0.132 0.129 0.104 0.019 0.065

=====

Record 3
A molecular structure, C33H33BrN5O4Re. Source: the OMol25 dataset; level of theory: ωB97M-V/def2-TZVPD.

<S²> = 3.80
Calculated total energy = -4503.42600 hartree
Net charge = +3
Highest occupied orbital energy (alpha / beta) = -15.955 / -16.195 eV
Multiplicity = 4

Cartesian coordinates (Å):
1 Re 0.1919 0.4823 0.3420
2 C -4.3489 0.5802 0.4286
3 O -3.7103 0.1885 1.6778
4 C -2.4359 0.1567 1.4575
5 N -1.9737 0.5628 0.3058
6 C -3.1837 1.0596 -0.4578
7 C -3.3595 0.6942 -1.9183
8 C -4.5796 0.3460 -2.4129
9 C -4.8714 0.3472 -3.7981
10 C -3.9422 0.8958 -4.7113
11 C -2.7093 1.2640 -4.2943
12 C -2.2578 0.9963 -2.8944
13 C -1.5547 -0.2969 2.5580
14 C -1.9246 -0.7169 3.8167
15 C -0.9086 -1.0853 4.7016
16 C 0.4290 -1.0227 4.3154
17 C 0.7059 -0.5905 3.0340
18 N -0.2726 -0.2420 2.1923
19 C 2.0296 -0.3703 2.4047
20 N 2.1060 0.1802 1.2288
21 C 3.5544 0.3958 0.9418
22 C 4.2355 -0.3331 2.1233
23 O 3.1191 -0.6830 3.0270
24 C 3.9988 -0.0655 -0.4182
25 C 4.8220 0.7690 -1.1678
26 C 5.2705 0.3691 -2.4201
27 C 4.8961 -0.8686 -2.9237
28 C 4.0965 -1.7160 -2.1635
29 C 3.6510 -1.3194 -0.9113
30 H -5.0840 1.3456 0.6561
31 H -4.8372 -0.3162 0.0564
32 H -3.1168 2.1537 -0.4192
33 H -5.4060 0.1222 -1.7524
34 H -5.8410 0.0145 -4.1389
35 H -4.2350 1.0522 -5.7411
36 H -2.0141 1.7369 -4.9759
37 H -1.6447 1.8183 -2.5175
38 H -2.9670 -0.7599 4.1016
39 H -1.1628 -1.4121 5.7013
40 H 1.2300 -1.3014 4.9868
41 H 3.7298 1.4718 1.0095
42 H 4.9229 0.2845 2.6920
43 H 4.7159 -1.2640 1.8323
44 H 5.1297 1.7300 -0.7696
45 H 5.9231 1.0154 -2.9916
46 H 5.2465 -1.1834 -3.8977
47 H 3.8437 -2.6998 -2.5356
48 H 3.0517 -1.9996 -0.3159
49 N 0.8897 1.7675 -1.3515
50 C 1.6134 1.2067 -2.5575
51 C 0.7217 1.0736 -3.7863
52 C -0.1566 -0.1621 -3.9075
53 N -1.3094 -0.2249 -2.9411
54 H 0.2092 2.4451 -1.6887
55 H 1.5790 2.3505 -0.8745
56 H 2.0568 0.2525 -2.2750
57 H 2.4213 1.8937 -2.8019
58 H 1.3892 1.0240 -4.6489
59 H 0.1410 1.9900 -3.9302
60 H 0.4322 -1.0597 -3.7243
61 H -0.5770 -0.2227 -4.9084
62 H -1.8953 -1.0274 -3.1868
63 H -0.9339 -0.4304 -2.0065
64 Br 0.6523 -4.2371 2.2368
65 C 0.9389 -4.4874 0.3832
66 C 1.6054 -5.6400 -0.0017
67 C 1.9065 -5.8517 -1.3390
68 C 1.5687 -4.9012 -2.2943
69 C 0.9309 -3.7408 -1.9000
70 C 0.5830 -3.5284 -0.5647
71 C -0.1669 -2.3139 -0.1768
72 O -1.1050 -2.2924 0.5703
73 O 0.3482 -1.1399 -0.7042
74 H 1.8859 -6.3706 0.7440
75 H 2.4132 -6.7617 -1.6307
76 H 1.8039 -5.0684 -3.3367
77 H 0.6627 -2.9979 -2.6393

Charge distribution, Löwdin scheme, values in e: 1.564 -0.015 0.114 -0.307 0.012 -0.181 -0.120 -0.006 0.016 -0.035 -0.015 -0.201 -0.142 0.093 0.057 0.069 -0.144 -0.019 -0.302 0.006 -0.208 0.028 0.107 -0.224 -0.032 -0.049 -0.049 -0.056 -0.048 0.159 0.136 0.168 0.121 0.129 0.133 0.122 0.132 0.150 0.145 0.151 0.152 0.150 0.149 0.125 0.122 0.120 0.107 0.113 -0.086 -0.184 -0.141 -0.103 0.111 0.087 0.102 0.089 0.130 0.144 0.119 0.122 0.138 0.193 0.098 0.869 -0.582 -0.089 -0.022 -0.047 -0.032 -0.194 -0.508 0.084 -0.264 0.116 0.129 0.122 0.099

=====

> What is the formula in the first record?

C33H33AuBrN4O2P